This record from OMol25 describes a molecular structure, C40H90F16KN13O32S16 at a distorted geometry. The level of theory is wB97M-V/def2-TZVPD.

Calculated values
**Largest force on an atom**: 15.42 eV Å⁻¹
**Orbital gap**: 5.65 eV
**Relative energy (zero: lowest compared OMol25 entry of this formula, charge and spin)**: 14.180 eV
**Net charge**: -2

Last column: Löwdin charge in e.
Geometry (Å):
K  11.72  -7.93  -10.47  0.90
C  8.23  -22.50  -3.05  -0.10
C  7.80  -22.22  -1.64  -0.23
C  8.86  -21.26  -1.01  -0.13
N  8.71  -21.14  0.50  -0.23
C  7.18  -20.73  0.80  0.06
C  9.09  -22.43  1.22  -0.07
C  9.46  -21.89  2.66  -0.09
C  9.91  -20.42  2.42  -0.18
C  9.77  -20.20  1.01  -0.15
H  9.31  -22.64  -3.09  0.08
H  8.23  -21.61  -3.68  0.09
H  7.57  -23.30  -3.38  0.10
H  7.88  -23.19  -1.16  0.11
H  6.77  -21.88  -1.70  0.12
H  8.58  -20.27  -1.35  0.14
H  9.91  -21.44  -1.24  0.13
H  6.31  -21.37  0.71  0.12
H  6.88  -19.88  0.19  0.10
H  7.13  -20.05  1.65  0.10
H  8.15  -22.96  1.36  0.12
H  9.82  -22.93  0.58  0.14
H  8.52  -21.84  3.21  0.11
H  10.21  -22.56  3.08  0.12
H  9.45  -19.73  3.13  0.12
H  10.97  -20.21  2.59  0.12
H  9.49  -19.18  0.74  0.15
H  10.69  -20.52  0.52  0.14
C  0.03  -14.59  -6.57  -0.08
C  -1.10  -14.14  -5.66  -0.25
C  -1.78  -12.83  -5.93  -0.10
N  -3.11  -12.47  -5.17  -0.21
C  -4.11  -13.48  -5.62  -0.01
C  -3.63  -10.99  -5.42  0.00
C  -3.22  -10.30  -4.08  -0.16
C  -2.34  -11.26  -3.27  -0.15
C  -3.01  -12.51  -3.66  -0.16
H  -0.20  -14.27  -7.58  0.09
H  0.46  -15.58  -6.46  0.09
H  0.80  -13.86  -6.30  0.08
H  -0.67  -14.13  -4.66  0.12
H  -1.80  -14.97  -5.78  0.11
H  -2.12  -12.78  -6.96  0.13
H  -1.10  -11.98  -5.87  0.14
H  -4.15  -13.65  -6.70  0.12
H  -5.06  -12.96  -5.50  0.09
H  -4.13  -14.42  -5.07  0.11
H  -4.70  -11.10  -5.61  0.12
H  -3.19  -10.54  -6.31  0.14
H  -4.08  -10.10  -3.45  0.11
H  -2.79  -9.30  -4.11  0.12
H  -2.43  -10.93  -2.24  0.14
H  -1.37  -11.10  -3.74  0.12
H  -3.98  -12.51  -3.18  0.14
H  -2.64  -13.38  -3.11  0.14
C  15.91  -9.34  -20.33  -0.11
C  15.40  -10.65  -19.89  -0.26
C  14.69  -10.56  -18.54  -0.12
N  14.33  -11.86  -17.76  -0.23
C  15.61  -12.39  -17.09  0.05
C  13.22  -11.44  -16.79  -0.09
C  11.91  -11.73  -17.54  -0.16
C  12.06  -13.06  -18.33  -0.11
C  13.56  -12.92  -18.74  -0.02
H  16.38  -8.74  -19.55  0.09
H  15.16  -8.75  -20.85  0.09
H  16.81  -9.49  -20.93  0.08
H  16.28  -11.24  -19.62  0.11
H  14.79  -11.08  -20.69  0.12
H  13.70  -10.19  -18.80  0.13
H  15.20  -9.91  -17.82  0.14
H  16.35  -12.49  -17.88  0.09
H  15.32  -13.39  -16.74  0.11
H  15.84  -11.69  -16.28  0.12
H  13.34  -12.24  -16.06  0.14
H  13.46  -10.45  -16.39  0.14
H  11.17  -11.65  -16.74  0.13
H  11.67  -11.03  -18.35  0.11
H  11.78  -13.74  -17.52  0.12
H  11.37  -13.09  -19.17  0.12
H  14.03  -13.89  -18.61  0.12
H  13.63  -12.61  -19.78  0.11
C  8.22  -13.59  3.90  -0.10
C  8.16  -12.83  2.57  -0.22
C  6.75  -12.17  2.21  -0.04
N  6.47  -11.66  0.72  -0.22
C  7.01  -12.73  -0.21  0.00
C  7.14  -10.34  0.20  -0.03
C  6.21  -9.32  0.91  -0.17
C  4.82  -9.87  0.91  -0.16
C  4.94  -11.35  0.52  -0.07
H  9.24  -13.90  4.14  0.08
H  7.51  -14.42  3.92  0.08
H  7.95  -12.99  4.77  0.07
H  8.35  -13.60  1.82  0.09
H  9.02  -12.17  2.54  0.11
H  6.39  -11.34  2.81  0.12
H  6.06  -13.00  2.34  0.13
H  8.10  -12.68  -0.29  0.11
H  6.43  -12.57  -1.12  0.11
H  6.67  -13.67  0.21  0.11
H  7.09  -10.25  -0.89  0.14
H  8.21  -10.35  0.41  0.14
H  6.37  -8.27  0.66  0.13
H  6.47  -9.13  1.95  0.11
H  4.17  -9.44  0.14  0.12
H  4.29  -9.78  1.86  0.12
H  4.69  -11.51  -0.53  0.12
H  4.13  -11.99  0.86  0.14
C  6.25  -15.97  -6.03  -0.09
C  6.42  -15.44  -7.49  -0.19
C  7.71  -14.60  -7.73  -0.10
N  7.59  -13.50  -8.86  -0.25
C  6.59  -12.41  -8.34  0.06
C  7.18  -14.15  -10.19  -0.08
C  7.52  -13.01  -11.20  -0.13
C  8.95  -12.68  -10.80  -0.12
C  8.96  -12.76  -9.18  -0.02
H  6.21  -15.28  -5.19  0.06
H  7.12  -16.54  -5.71  0.07
H  5.41  -16.65  -5.90  0.08
H  5.50  -14.96  -7.80  0.10
H  6.54  -16.32  -8.12  0.11
H  8.68  -15.04  -7.94  0.13
H  7.98  -13.99  -6.87  0.11
H  6.87  -12.31  -7.29  0.10
H  5.59  -12.84  -8.41  0.10
H  6.82  -11.57  -9.00  0.10
H  6.13  -14.43  -10.31  0.13
H  7.73  -15.08  -10.16  0.14
H  6.79  -12.21  -11.08  0.11
H  7.45  -13.24  -12.26  0.13
H  9.41  -11.72  -11.05  0.11
H  9.59  -13.48  -11.16  0.12
H  8.87  -11.74  -8.82  0.11
H  9.73  -13.34  -8.67  0.12
N  10.20  -8.59  -6.20  -0.26
S  9.51  -7.51  -5.52  0.39
O  10.28  -6.31  -5.12  -0.32
O  8.29  -7.75  -4.77  -0.29
F  8.96  -6.81  -6.90  -0.25
S  10.34  -9.45  -4.78  0.59
O  9.18  -10.33  -4.47  -0.34
O  11.07  -8.87  -3.62  -0.30
F  11.47  -10.45  -5.34  -0.21
N  3.48  -16.27  1.84  -0.27
S  2.45  -16.91  1.01  0.35
O  1.13  -16.29  0.84  -0.32
O  2.52  -18.34  0.93  -0.29
F  3.01  -16.50  -0.46  -0.24
S  2.74  -16.76  3.31  0.59
O  3.66  -17.70  3.99  -0.34
O  1.34  -16.85  3.46  -0.25
F  3.22  -15.49  4.20  -0.23
N  0.87  -8.07  -7.36  -0.28
S  2.31  -8.74  -6.69  0.59
O  3.60  -8.29  -7.21  -0.28
O  2.32  -10.19  -6.40  -0.36
F  2.19  -8.14  -5.17  -0.24
S  1.00  -8.84  -8.70  0.45
O  0.99  -10.29  -8.78  -0.32
O  1.70  -7.98  -9.71  -0.33
F  -0.43  -8.44  -9.29  -0.24
N  15.74  -8.63  -9.85  -0.25
S  16.10  -10.03  -10.67  0.51
O  17.10  -10.91  -10.13  -0.27
O  15.79  -10.03  -12.07  -0.29
F  14.71  -10.74  -10.10  -0.27
S  17.07  -8.02  -10.48  0.44
O  17.08  -7.45  -11.80  -0.30
O  18.40  -8.50  -10.05  -0.30
F  17.00  -6.60  -9.74  -0.23
N  9.76  -6.16  -13.56  -0.30
S  8.10  -6.12  -13.60  0.58
O  7.44  -6.82  -14.71  -0.28
O  7.49  -4.90  -13.08  -0.28
F  7.98  -7.20  -12.38  -0.24
S  9.91  -5.63  -14.95  0.45
O  9.28  -4.31  -15.25  -0.32
O  10.01  -6.64  -16.00  -0.31
F  11.46  -5.13  -14.72  -0.25
N  13.73  -18.15  -12.14  -0.26
S  12.45  -17.70  -13.08  0.61
O  12.86  -17.15  -14.38  -0.32
O  11.19  -17.23  -12.44  -0.32
F  11.99  -19.26  -13.53  -0.26
S  13.65  -16.86  -11.37  0.45
O  12.58  -16.91  -10.33  -0.35
O  13.93  -15.59  -12.10  -0.33
F  14.98  -17.11  -10.49  -0.22
N  2.94  -22.40  -8.69  -0.28
S  3.69  -23.69  -8.95  0.43
O  4.16  -24.47  -7.80  -0.33
O  4.58  -23.80  -10.16  -0.34
F  2.43  -24.45  -9.50  -0.20
S  4.18  -21.59  -7.84  0.60
O  5.42  -21.44  -8.59  -0.30
O  4.21  -21.64  -6.38  -0.32
F  3.62  -20.09  -8.21  -0.25
N  3.45  -12.98  -19.13  -0.27
S  2.43  -13.11  -17.95  0.46
O  2.05  -11.93  -17.12  -0.33
O  2.26  -14.42  -17.38  -0.31
F  1.14  -13.06  -18.99  -0.28
S  4.81  -13.58  -18.17  0.56
O  5.25  -14.95  -18.36  -0.31
O  4.92  -13.15  -16.79  -0.31
F  5.87  -12.67  -18.93  -0.22